[1]
C5H10N2S | ωB97M-V/def2-TZVPD

Geometry as XYZ:
```
18
Properties=species:S:1:pos:R:3:forces:R:3:mulliken_charge:R:1
S 0.582555 1.508070 -0.211788 -0.083 -0.130 0.049 -0.172
N -1.705673 -0.431555 0.613645 0.710 0.944 -0.213 -0.535
N 1.782508 -1.342097 -0.409660 -0.083 -0.107 -0.182 -0.654
C 0.359968 0.619989 1.388188 0.394 -0.695 -0.736 -0.932
C -0.152464 0.090360 -1.106679 -0.224 -0.201 -0.025 -0.086
C -0.306879 -0.706070 0.989027 0.112 -0.286 0.300 0.009
C 0.364216 -1.137728 -0.338039 -0.689 0.094 -0.041 -0.484
C -1.660066 0.036516 -0.802246 -0.082 0.020 -0.020 -0.707
H -0.134004 -2.045975 -0.707528 -0.028 0.175 0.022 0.411
H -2.172389 -0.686279 -1.460145 0.183 0.234 0.072 0.312
H -2.269805 -1.241941 0.683005 -0.424 -0.819 0.152 0.306
H -2.145892 1.019095 -0.914780 0.234 -0.348 0.030 0.316
H 2.088223 -2.007481 0.277483 0.112 -0.312 0.205 0.265
H 0.093365 0.123900 -2.163362 0.073 0.064 -0.026 0.435
H 2.261512 -0.480564 -0.235442 0.353 0.541 0.034 0.277
H -0.255755 -1.456337 1.795185 -0.019 0.287 -0.238 0.417
H 1.325867 0.489841 1.865484 0.149 -0.125 0.009 0.366
H -0.278496 1.153784 2.039320 -0.690 0.663 0.607 0.457
```
Forces are in eV/Å.

Computed properties:
- HOMO-LUMO gap (eV) = 9.37
- net charge = 0
- calculated total energy (hartree) = -704.2091
- max |F| (hartree/bohr) = 0.0233
- highest occupied orbital energy (eV) = -8.498
- structure (SMILES) = N[C@H]1[C@H]2CS[C@@H]1CN2

***

[2]
C5H10N2S | ωB97M-V/def2-TZVPD

Geometry as XYZ:
```
18
Properties=species:S:1:pos:R:3:forces:R:3:mulliken_charge:R:1
S -2.535863 -0.840785 -0.774659 0.026 -0.567 -0.004 -0.208
N 1.288866 0.904689 -0.946142 -0.653 -0.541 0.422 -0.642
N 0.177586 -0.492047 0.490012 -0.423 0.910 0.324 -0.221
C 1.306259 -0.173109 -0.258957 1.171 -0.604 0.085 0.552
C -0.049522 1.509974 -0.681508 0.814 0.073 0.249 -0.566
C -0.619917 0.726495 0.517526 -0.298 0.798 -0.261 0.246
C 2.390932 -1.231381 -0.267113 -0.809 -0.365 0.362 -1.145
C -2.114934 0.414788 0.444394 0.726 -0.676 0.583 -1.024
H -1.927465 -1.853151 -0.109240 -0.189 0.265 -0.401 0.107
H -0.670445 1.428820 -1.574503 -0.033 -0.060 -0.035 0.293
H 1.922871 -2.118935 -0.711792 0.259 0.147 -0.304 0.287
H 0.087572 2.568909 -0.431157 -0.158 -0.187 -0.187 0.302
H -0.445130 1.347491 1.434747 -0.053 -0.643 -0.418 0.317
H 2.667483 -1.603983 0.735426 -0.085 0.609 -0.185 0.314
H -2.658682 1.289802 0.102016 -0.300 0.167 0.688 0.423
H 0.252111 -0.933680 1.391602 0.559 -0.256 -0.060 0.277
H 3.273955 -0.941065 -0.809609 0.142 0.157 -0.214 0.340
H -2.345670 -0.002828 1.448965 -0.695 0.772 -0.645 0.346
```
Forces are in eV/Å.

Computed properties:
- HOMO-LUMO gap (eV) = 9.46
- net charge = 0
- calculated total energy (hartree) = -704.2040
- max |F| (hartree/bohr) = 0.0257
- highest occupied orbital energy (eV) = -8.756
- structure (SMILES) = CC1=NC[C@@H](CS)N1

***

Energy above the lowest of the compared OMol25 structures with the same formula, charge and spin (computed, kcal per mole): 9.2 12.4